[1]
A molecular structure, C2H8N2P in a non-equilibrium geometry. Source: the Open Molecules 2025 dataset; level of theory: ωB97M-V with the def2-TZVPD basis set.

The calculation puts the gap between HOMO and LUMO at 9.5 eV. The value obtained for the HOMO energy is -14.8 eV. Its LUMO energy is -0.1960 Eh. The molar mass is 91.1 g/mol. For the largest force on an atom, the calculation gives 3.8 eV/Å. As for the charge: +1.

```
13
Properties=species:S:1:pos:R:3:forces:R:3
H 1.12556 -1.17941 0.95788 0.270 -0.970 0.016
C 0.19669 -0.05078 -0.43062 -1.433 -0.010 2.046
H -1.05414 -1.66780 -0.86276 -0.241 -1.461 0.694
N -0.18406 1.19943 -0.41881 -0.861 2.476 -2.755
H 0.38950 1.68712 0.26034 -0.872 1.099 -0.900
P 1.06389 1.27248 2.32509 -0.010 -2.803 -0.710
H -1.08359 -0.44594 -1.98357 -0.448 0.559 -1.026
H 0.39550 -1.42383 -1.99315 -0.474 -0.597 -0.008
H -0.64633 1.66880 -1.24215 0.940 -0.625 1.557
N 0.82467 -0.27732 0.68605 1.512 0.404 2.365
H 2.16067 1.74949 1.65265 0.665 0.667 -0.696
H 2.03264 0.50527 3.11527 -0.918 0.088 -0.550
C -0.41936 -1.01861 -1.39148 1.870 1.174 -0.033
```
Forces are in eV/Å.

=====

[2]
2 unconnected molecules or ions with the total composition C10H4F17N2O3. Source: the Open Molecules 2025 dataset; level of theory: ωB97M-V with the def2-TZVPD basis set.

The calculation puts the gap between HOMO and LUMO at 7.8 eV. The value obtained for the HOMO energy is -5.4 eV. Its LUMO energy is 0.0884 Eh. The molar mass is 523.1 g/mol. For the largest force on an atom, the calculation gives 0.8 eV/Å. As for the charge: -1.

```
36
Properties=species:S:1:pos:R:3:forces:R:3
F -2.20634 -2.31024 -1.28934 0.022 -0.013 -0.057
O 2.92263 -2.85438 3.76257 -0.014 -0.031 0.020
H 5.26365 -0.72182 4.01472 -0.041 0.036 0.001
F 1.58193 -1.10937 -2.24402 -0.124 -0.269 0.018
F -0.93854 0.15431 -2.24907 0.118 -0.076 -0.046
F -2.91894 4.83886 -1.74341 0.124 -0.036 0.177
O -1.05497 5.88406 -0.18345 0.083 -0.040 0.029
F 0.25593 -0.30067 0.07430 0.055 0.005 0.026
F -2.89999 2.55308 -2.63863 -0.070 0.007 0.023
O -0.41752 3.80865 0.51616 -0.487 0.499 -0.344
C -0.43457 -1.44534 0.02316 -0.109 -0.007 -0.115
F -0.59189 -1.90681 1.27625 -0.014 -0.010 0.022
F -3.06918 -0.23775 -2.33635 -0.030 0.004 0.009
F -2.74745 -1.12119 0.44032 -0.039 -0.051 0.011
C -2.05083 0.04112 -1.50163 -0.113 0.005 -0.008
C -2.37926 4.02300 -0.79704 -0.072 -0.064 -0.230
C -1.87790 -1.21193 -0.57479 0.119 0.110 0.079
F -0.09597 -3.72118 -0.60059 0.035 -0.018 0.017
F -3.70441 1.30097 -0.44904 -0.094 -0.023 -0.015
C 0.96354 -2.28455 -2.12600 -0.083 0.106 -0.128
H 3.01839 -1.78951 1.50334 -0.004 0.028 0.068
C -2.38594 1.36509 -0.72537 0.144 0.052 -0.023
N 3.70597 -1.45712 2.15385 0.054 -0.075 -0.013
C 0.47960 -2.51374 -0.66648 0.051 0.186 -0.097
F 1.83448 -3.25624 -2.43017 -0.107 0.127 0.031
C -2.10377 2.66828 -1.53683 0.037 -0.077 0.097
F -1.70996 1.35321 0.42614 0.049 -0.010 0.067
F 1.61181 -2.53870 0.08015 -0.033 -0.110 -0.029
F -0.83393 2.66058 -1.98431 0.001 0.053 -0.007
H 4.35145 -0.75008 1.85942 -0.049 0.057 0.021
C 3.69518 -1.98109 3.41508 0.016 0.055 -0.037
C -1.11774 4.65884 -0.07646 0.301 -0.391 0.267
H 4.64015 -1.80791 5.20828 -0.023 0.007 -0.001
N 4.63037 -1.45413 4.27102 0.066 -0.049 -0.014
F -3.37046 3.80885 0.12496 0.037 0.003 -0.007
F -0.04552 -2.34515 -2.99675 0.191 0.011 0.187
```
Forces are in eV/Å.

=====

[3]
12 unconnected molecules or ions with the total composition C33H53BrN19S in a non-equilibrium geometry. Source: the Open Molecules 2025 dataset; level of theory: ωB97M-V with the def2-TZVPD basis set.

The calculation puts the gap between HOMO and LUMO at 7.3 eV. The value obtained for the HOMO energy is -10.7 eV. Its LUMO energy is -0.1237 Eh. The molar mass is 827.9 g/mol. For the largest force on an atom, the calculation gives 2.1 eV/Å. As for the charge: +1.

```
107
Properties=species:S:1:pos:R:3:forces:R:3
H -0.67491 1.22513 2.38378 0.375 -0.205 -0.317
H 4.82636 -4.90885 2.52780 0.013 0.065 0.003
H 2.67204 -2.06546 0.37205 0.016 0.063 0.052
H 1.89208 4.21764 -1.34247 -0.015 -0.081 -0.035
C -4.12111 2.17124 7.29727 -0.068 0.088 0.127
N 2.99938 -2.31478 2.68776 0.068 -0.238 0.066
N -0.22095 6.04918 11.03799 0.002 -0.087 -0.058
H -0.15810 -1.55083 3.58254 0.050 0.001 -0.113
C 3.75147 -4.79134 2.41035 0.026 -0.063 0.018
H -6.22427 -6.19950 -5.34522 -0.130 0.075 0.111
N 1.70892 0.54193 -1.23320 0.190 -0.270 -0.257
C 0.00608 3.84073 9.67709 0.005 -0.029 0.004
N 6.72538 2.41934 -6.66897 -0.114 -0.019 0.047
H -4.48622 3.01199 6.71120 -0.006 -0.023 -0.044
N 0.06262 -2.04808 0.19782 0.262 -0.056 0.050
N 0.68490 3.28052 1.40821 0.039 0.037 -0.177
S 0.54301 -6.30470 0.66963 0.305 -0.429 0.078
H 4.76816 6.08068 -2.51937 -0.017 0.005 0.002
H -6.63234 -4.49629 -5.11173 0.025 -0.004 -0.047
N -5.11763 -6.11700 -7.13606 0.385 -0.076 -0.272
H -1.93569 1.60381 -2.52806 -0.005 -0.009 0.000
H -3.45169 -3.63395 0.95950 0.218 0.144 0.163
Br -3.61278 -0.33915 4.05512 0.018 0.119 -0.130
N -0.99194 -0.64818 1.50776 -0.051 0.480 0.073
H -0.94840 3.58566 9.22337 0.013 -0.032 -0.038
C -0.91793 -1.22343 4.28852 0.238 0.209 0.359
H 4.16165 0.23664 0.79296 0.068 0.008 0.021
H -4.96571 -3.98841 -0.88625 -0.422 -1.928 0.559
N -1.64666 -3.64845 -0.10930 0.180 0.683 0.081
C -3.43689 -4.55880 -2.29863 -0.424 0.657 1.001
N -1.54433 1.95635 6.98568 -0.125 -0.002 -0.032
H -1.12404 3.73334 3.27260 0.029 0.031 -0.030
C 4.14552 2.46484 -7.02500 -0.067 -0.003 -0.001
H 1.07143 0.95890 1.27545 -0.059 0.188 0.016
C 3.35666 -3.40038 2.57208 -0.117 0.149 0.068
H -2.00422 5.18544 2.76471 0.003 0.008 0.012
H -3.72650 -5.49732 -2.75218 -1.341 0.897 -1.215
N -1.86207 -1.65444 1.19630 -0.069 -0.704 -0.492
C 5.83506 1.99851 -2.78800 0.116 -0.245 -0.007
H 5.13537 6.42355 -4.21821 -0.008 0.010 -0.011
H 5.87590 0.96004 -2.46206 -0.076 -0.004 0.020
H -1.57556 -2.05423 4.51400 -0.058 -0.140 -0.138
H -4.59661 1.25949 6.94229 -0.004 -0.004 -0.020
H 3.22361 1.59292 0.76159 -0.007 0.065 0.006
N -4.15640 3.33866 4.08823 0.163 -0.120 -0.004
C -2.66511 -6.98768 -7.04619 0.046 -0.021 -0.016
H -0.40055 -0.98486 5.21322 0.055 0.022 0.107
N 2.90486 -1.40630 -0.35663 0.006 0.017 -0.247
C -0.14094 -5.24766 -0.20774 -0.277 0.427 -0.239
C -3.20587 3.64949 3.52316 -0.252 0.171 0.098
C -2.98864 -4.16240 0.12560 -0.196 1.268 -0.300
H -1.55950 1.63099 -4.25914 -0.005 0.033 -0.014
C 0.16557 -0.91698 0.90240 -0.479 -0.112 -0.188
H 1.88612 -0.47090 1.94599 -0.051 0.109 0.131
H 0.31626 3.02945 10.33242 0.004 -0.015 -0.004
N -1.01915 4.54006 -3.17219 -0.018 -0.112 0.058
H 3.24449 -5.39745 3.15899 0.009 -0.023 0.000
C -1.41325 0.42848 2.36828 -0.565 0.498 0.424
C 0.93239 3.93810 0.49735 0.001 -0.157 0.102
H -2.81618 -1.70555 1.51981 0.040 0.331 0.264
H 2.43147 0.94891 -1.81836 -0.057 0.129 -0.097
H -7.91733 -5.71598 -5.17110 -0.006 0.010 -0.023
C -6.89972 -5.51509 -4.84120 -0.163 -0.040 0.218
H 2.53774 -1.76765 -1.22364 0.001 -0.063 -0.048
C -2.02920 4.09791 2.79201 -0.022 -0.079 0.034
C 2.37391 -0.07786 -0.09509 -0.158 0.305 0.210
C 6.62949 5.38984 -3.18247 0.180 -0.101 -0.073
C -1.69416 0.01075 3.81420 0.199 -0.671 0.082
N 3.50800 0.77269 0.23896 -0.089 0.058 0.001
H -2.22129 -6.94007 -8.03833 0.015 -0.008 -0.005
H 1.74098 5.67419 -0.33761 0.000 0.016 0.033
H 3.84155 1.62009 -7.63980 -0.007 0.001 -0.017
C -1.17807 -2.50251 0.39885 0.205 0.056 -0.152
H 6.31008 2.62659 -2.04040 0.040 0.023 -0.013
H -4.36930 2.32183 8.34635 -0.008 -0.008 0.008
C -1.22098 1.94654 -3.27426 0.026 -0.093 0.003
H -2.75039 -3.84507 -2.74111 1.612 -1.231 0.269
H 0.32071 5.02333 -1.18313 0.028 -0.003 -0.031
C -3.91868 -4.21151 -1.06085 0.464 0.017 -0.778
H 1.23636 -0.16776 -1.78320 -0.126 0.011 0.013
C 5.55316 6.37008 -3.21513 -0.023 0.040 0.003
C -6.81464 -5.68285 -3.39703 -0.048 -0.016 0.218
H -1.44957 0.84704 4.45772 -0.319 0.181 0.093
H 3.64212 2.40594 -6.06092 -0.010 0.022 0.006
N -6.75058 -5.82319 -2.25787 0.106 0.071 -0.107
C -2.67883 2.06015 7.14200 0.174 -0.092 -0.205
H 6.37342 2.10295 -3.72871 0.024 0.067 0.006
C -1.11214 3.39670 -3.21846 0.011 0.165 -0.048
C 1.24036 4.76358 -0.66124 0.029 0.065 0.027
C -4.03504 -6.49879 -7.09691 -0.194 0.057 -0.049
H 5.93804 7.34874 -2.93611 -0.011 0.014 0.001
C -0.11909 5.07447 10.44016 -0.010 0.170 0.101
C 4.45085 2.40191 -2.95979 -0.179 0.066 0.015
C 5.58866 2.43991 -6.83037 0.156 -0.001 0.048
C 1.35986 -0.06427 1.07729 0.471 -0.615 0.107
H -2.65552 -8.01939 -6.70074 0.011 -0.012 -0.005
H 3.85618 3.38834 -7.52220 -0.018 0.004 -0.008
N 3.35300 2.72197 -3.08817 0.097 -0.009 -0.029
H -2.06651 3.72032 1.77225 0.058 0.021 -0.017
H 0.74668 3.96498 8.89017 -0.003 -0.020 -0.022
H -2.07960 -6.37546 -6.36334 0.018 -0.001 0.000
N -0.70495 -4.39214 -0.89539 -0.283 -0.257 0.539
H -2.31570 0.86431 1.94458 -0.052 0.090 -0.119
H -2.89310 -5.19777 0.45356 0.000 -0.100 0.057
N 7.47932 4.61726 -3.17253 -0.130 0.137 0.066
H -0.24800 1.50431 -3.06660 0.016 0.013 0.031
H 3.45938 -5.12911 1.41802 0.026 -0.036 -0.016
```
Forces are in eV/Å.